[1]
A structure of composition C29H33Cl8NOTa, computed with ωB97M-V/def2-TZVPD.

```
73
Properties=species:S:1:pos:R:3
C 4.91 -0.78 2.00
O 6.20 -0.20 1.92
C 6.18 1.16 1.46
C 5.70 2.17 2.50
C 4.63 3.15 1.98
Ta 2.42 2.87 2.07
C 0.46 1.75 2.06
N -0.62 2.75 2.13
H 4.35 -0.64 1.08
H 4.32 -0.35 2.82
H 5.09 -1.84 2.19
H 7.22 1.34 1.17
H 5.56 1.23 0.56
H 6.57 2.73 2.87
H 5.33 1.61 3.37
H 4.76 4.12 2.47
H 4.83 3.29 0.90
H 2.78 2.10 3.73
H 2.87 1.43 0.96
H 2.03 3.95 0.59
H 1.94 4.41 3.02
H 0.41 1.12 1.17
H 0.39 1.07 2.91
H -1.49 2.35 2.48
H -0.83 3.12 1.21
Cl -1.33 -1.91 -2.74
C -2.45 -1.04 -1.74
C -2.12 -0.73 -0.43
Cl -0.60 -1.16 0.24
C -3.04 -0.04 0.36
C -4.26 0.33 -0.16
C -4.58 0.02 -1.47
C -3.68 -0.66 -2.26
H -2.75 0.20 1.38
H -4.95 0.88 0.47
H -5.54 0.32 -1.88
H -3.91 -0.92 -3.29
Cl -6.38 3.61 -0.34
C -7.59 3.53 0.90
C -7.28 3.04 2.16
Cl -5.67 2.51 2.52
C -8.26 2.96 3.14
C -9.54 3.39 2.86
C -9.86 3.88 1.61
C -8.88 3.96 0.63
H -7.99 2.57 4.11
H -10.30 3.33 3.63
H -10.86 4.22 1.38
H -9.10 4.34 -0.36
Cl 4.26 -1.77 -8.78
C 3.06 -1.85 -7.53
C 3.34 -2.46 -6.31
Cl 4.90 -3.15 -6.01
C 2.37 -2.51 -5.32
C 1.12 -1.95 -5.55
C 0.84 -1.34 -6.76
C 1.81 -1.29 -7.75
H 2.61 -2.98 -4.38
H 0.37 -2.00 -4.78
H -0.13 -0.90 -6.94
H 1.62 -0.81 -8.70
Cl -0.04 -6.01 2.89
C 1.33 -5.31 2.11
C 2.60 -5.86 2.26
Cl 2.83 -7.29 3.22
C 3.69 -5.28 1.64
C 3.53 -4.15 0.86
C 2.26 -3.60 0.70
C 1.17 -4.17 1.33
H 4.67 -5.73 1.78
H 4.39 -3.69 0.39
H 2.12 -2.70 0.11
H 0.18 -3.74 1.22
```

## Properties
LUMO energy	1.89	eV
charge	-1
spin multiplicity	1
orbital gap	6.44	eV
highest occupied orbital energy	-4.544	eV

Atom charges from the Löwdin analysis, given in e for atoms 1 to 4: -0.14, -0.22, -0.25, -0.30

---

[2]
A structure of composition C29H33CrN6O4S2, computed with ωB97M-V/def2-TZVPD.

```
75
Properties=species:S:1:pos:R:3
Cr 0.00 -1.59 0.63
C -1.78 3.88 -6.32
O -0.93 3.63 -5.20
C -1.39 3.98 -3.98
C -0.47 3.85 -2.93
C -0.84 4.16 -1.64
C -2.13 4.62 -1.36
C -3.01 4.82 -2.42
C -2.66 4.48 -3.72
N -2.66 5.03 -0.10
N -2.40 4.48 0.98
C -1.56 3.33 1.07
C -0.45 3.35 1.87
C 0.37 2.21 2.04
C 0.04 1.04 1.42
O 0.78 -0.10 1.49
C -1.14 0.98 0.64
N -1.43 -0.23 0.07
C -2.52 -0.35 -0.65
C -3.41 0.71 -0.86
C -3.13 1.94 -0.31
C -1.96 2.11 0.47
H -1.20 3.57 -7.19
H -2.02 4.94 -6.40
H -2.69 3.29 -6.26
H 0.54 3.54 -3.17
H -0.09 4.09 -0.86
H -3.98 5.25 -2.21
H -3.38 4.63 -4.52
H -0.18 4.27 2.37
H 1.26 2.27 2.64
H -2.72 -1.33 -1.08
H -4.29 0.56 -1.46
H -3.81 2.77 -0.45
C -1.75 -4.11 -0.41
O -0.74 -3.10 -0.60
C 0.12 -3.33 -1.73
C 0.50 -1.98 -2.27
O 1.00 -1.21 -1.17
C 1.38 0.13 -1.57
H -1.29 -5.09 -0.33
H -2.44 -4.10 -1.26
H -2.28 -3.88 0.51
H -0.42 -3.90 -2.49
H 0.99 -3.89 -1.40
H -0.37 -1.47 -2.70
H 1.28 -2.07 -3.03
H 0.52 0.63 -2.02
H 2.19 0.06 -2.29
H 1.70 0.66 -0.68
C 1.38 -1.00 5.21
N 0.62 -1.23 3.99
C -0.48 -1.96 3.94
N -0.95 -2.54 5.04
S -1.38 -2.20 2.47
H 2.27 -0.43 4.95
H 1.69 -1.94 5.65
H 0.80 -0.42 5.93
H 0.87 -0.74 3.13
H -0.58 -2.33 5.95
H -1.81 -3.07 4.99
S 2.64 -5.07 1.97
C 1.30 -4.10 1.60
N 1.55 -2.87 1.24
C 2.92 -2.61 1.26
C 3.56 -1.40 0.97
C 4.93 -1.35 1.05
C 5.68 -2.48 1.42
C 5.07 -3.67 1.72
C 3.68 -3.72 1.64
H 0.29 -4.49 1.67
H 2.98 -0.53 0.72
H 5.44 -0.42 0.84
H 6.76 -2.40 1.47
H 5.65 -4.54 2.02
```

## Properties
LUMO energy (spin up / spin down)	-5.69 / -5.80	eV
charge	+2
spin multiplicity	4
relative energy (zero: lowest compared OMol25 entry of this formula, charge and spin)	0.0	kcal per mole
orbital gap (spin up / spin down)	6.64 / 6.54	eV
highest occupied orbital energy (spin up / spin down)	-12.334 / -12.348	eV

Atom charges from the Löwdin analysis, given in e for atoms 1 to 4: 0.71, -0.05, -0.07, -0.28

---

[3]
A structure of composition C29H33IIrN6OS, computed with ωB97M-V/def2-TZVPD.

```
72
Properties=species:S:1:pos:R:3
Ir 0.24 -0.51 -0.11
C -1.31 -0.47 -2.75
C -0.17 -1.22 -3.40
C 1.22 -0.78 -3.03
C 2.13 -0.56 -4.04
C 3.47 -0.35 -3.76
C 3.88 -0.42 -2.44
C 2.93 -0.60 -1.46
N 1.61 -0.73 -1.72
N -1.45 -0.83 -1.30
C -2.52 0.03 -0.69
C -2.50 -0.25 0.78
C -3.58 -0.15 1.63
C -3.42 -0.55 2.96
C -2.20 -1.06 3.38
C -1.15 -1.12 2.49
N -1.30 -0.70 1.22
C -1.84 -2.29 -1.16
C -0.68 -3.15 -0.76
C -0.68 -4.50 -1.01
C 0.35 -5.29 -0.51
C 1.36 -4.68 0.23
C 1.31 -3.32 0.43
N 0.31 -2.55 -0.05
H -2.26 -0.71 -3.23
H -1.18 0.61 -2.81
H -0.28 -1.14 -4.48
H -0.25 -2.29 -3.19
H 1.78 -0.59 -5.07
H 4.18 -0.17 -4.56
H 4.92 -0.33 -2.16
H 3.24 -0.66 -0.43
H -3.48 -0.17 -1.16
H -2.26 1.07 -0.90
H -4.53 0.20 1.26
H -4.25 -0.49 3.65
H -2.05 -1.41 4.40
H -0.18 -1.51 2.77
H -2.29 -2.64 -2.09
H -2.61 -2.37 -0.40
H -1.49 -4.95 -1.58
H 0.37 -6.36 -0.70
H 2.18 -5.25 0.64
H 2.11 -2.82 0.95
S 3.72 -0.01 2.92
C 3.47 1.41 2.03
C 2.42 1.26 1.19
N 1.83 0.00 1.22
C 2.43 -0.74 2.14
H 4.10 2.28 2.15
H 2.12 2.01 0.49
H 2.12 -1.73 2.43
I 0.58 0.86 4.68
C -0.26 2.37 3.47
C -0.48 3.59 4.09
C -1.19 4.56 3.39
C -1.68 4.25 2.13
C -1.38 3.00 1.61
N -0.65 2.06 2.24
H -0.13 3.77 5.09
H -1.38 5.53 3.84
H -2.28 4.95 1.57
H -1.78 2.74 0.63
C -0.38 3.59 -1.77
C 0.56 2.43 -1.66
O 0.12 1.53 -0.54
H -0.04 4.23 -2.60
H -0.37 4.21 -0.87
H -1.40 3.28 -2.00
H 1.58 2.73 -1.43
H 0.57 1.79 -2.54
H 0.08 2.05 0.30
```

## Properties
LUMO energy (spin up / spin down)	-12.08 / -15.65	eV
charge	+4
spin multiplicity	2
relative energy (zero: lowest compared OMol25 entry of this formula, charge and spin)	69.0	kcal per mole
orbital gap (spin up / spin down)	6.92 / 3.35	eV
highest occupied orbital energy (spin up / spin down)	-19.004 / -18.999	eV

Atom charges from the Löwdin analysis, given in e for atoms 1 to 4: 1.67, -0.12, -0.07, -0.23